1.
{"formula": "C6H14N2O2", "method": "ωB97M-V/def2-TZVPD", "symbols": ["C", "C", "C", "O", "N", "H", "H", "H", "H", "H", "H", "H", "C", "C", "C", "O", "N", "H", "H", "H", "H", "H", "H", "H"], "positions_angstrom": [[-0.4324, 3.0424, -0.7078], [-0.3315, 1.4937, 2.7038], [-0.3480, 1.9222, 0.3093], [-0.1536, 0.7629, 0.0261], [-0.6826, 2.3594, 1.5704], [-1.1320, 3.8732, -0.6371], [-1.2016, 3.2083, 1.6873], [-1.2134, 1.3051, 3.3127], [0.5472, 3.5190, -0.8217], [-0.6330, 2.5995, -1.6893], [0.0466, 0.5629, 2.3046], [0.3883, 1.9803, 3.3638], [2.2580, -2.3026, -0.6222], [-1.4113, -2.0285, -1.3622], [-0.1689, -2.8054, -0.9975], [-0.0692, -4.0078, -1.1409], [0.8556, -2.0275, -0.5396], [0.6870, -1.0630, -0.3546], [2.5462, -3.3438, -0.5081], [-2.1242, -2.7190, -1.7965], [2.7327, -2.0173, -1.5767], [2.8113, -1.7107, 0.1118], [-1.6943, -1.3789, -0.5316], [-1.2768, -1.2242, -2.1041]], "nbo_charge": [-0.7316, -0.4241, 0.6998, -0.6501, -0.6244, 0.2295, 0.4018, 0.1976, 0.2390, 0.2362, 0.2379, 0.1952, -0.4122, -0.7254, 0.6799, -0.6225, -0.6378, 0.4151, 0.2195, 0.2365, 0.1779, 0.1949, 0.2383, 0.2288], "relative_energy_kcal_mol": 23.1, "homo_energy_ha": -0.3272, "total_charge": 0, "smiles": "CNC(C)=O.CNC(C)=O"}

=====

2.
{"formula": "C30H31AsCrN4O4S3", "method": "ωB97M-V/def2-TZVPD", "symbols": ["Cr", "C", "O", "C", "C", "C", "C", "C", "C", "N", "N", "C", "O", "C", "C", "C", "C", "C", "C", "C", "O", "H", "H", "H", "H", "H", "H", "H", "H", "H", "H", "H", "H", "S", "C", "S", "C", "C", "N", "C", "N", "C", "As", "C", "C", "C", "C", "C", "C", "C", "C", "H", "H", "H", "H", "H", "H", "H", "H", "H", "H", "H", "H", "H", "C", "S", "C", "O", "H", "H", "H", "H", "H", "H"], "positions_angstrom": [[-0.1896, -1.3668, 0.5622], [3.5824, -2.7456, 2.1109], [4.0163, -1.5322, 2.6987], [3.0642, -0.6594, 3.1783], [3.4254, 0.0754, 4.2903], [2.5556, 1.0095, 4.8481], [1.3131, 1.1965, 4.2983], [0.8990, 0.4636, 3.1721], [-0.4310, 0.6330, 2.7169], [-0.9864, -0.0365, 1.7445], [-2.3026, 0.1607, 1.5653], [-2.7814, -0.5910, 0.5931], [-2.0210, -1.3552, -0.0997], [-4.2250, -0.5121, 0.3276], [-4.9801, 0.5239, 0.8815], [-6.3326, 0.6161, 0.6282], [-6.9597, -0.3223, -0.1781], [-6.2178, -1.3554, -0.7289], [-4.8613, -1.4543, -0.4811], [1.7951, -0.4719, 2.5645], [1.4902, -1.1158, 1.4820], [4.4628, -3.3917, 2.0840], [3.1954, -2.6049, 1.0980], [2.7975, -3.2211, 2.7072], [4.3998, -0.1054, 4.7183], [2.8498, 1.5574, 5.7317], [0.6227, 1.9087, 4.7321], [-1.0640, 1.3245, 3.2707], [-4.4828, 1.2468, 1.5074], [-6.9017, 1.4257, 1.0658], [-8.0211, -0.2408, -0.3724], [-6.7010, -2.0912, -1.3550], [-4.2823, -2.2607, -0.9069], [-0.7532, -3.1452, 2.0507], [-0.8800, -4.0851, 0.6024], [0.0631, -3.4653, -0.6885], [-1.6868, -5.2061, 0.5353], [-1.9775, -5.8841, -0.6532], [-2.3043, -6.4443, -1.6064], [-2.3727, -5.6844, 1.6596], [-2.9330, -6.1285, 2.5633], [2.9694, -1.3462, -1.6146], [1.3345, -0.3187, -1.2299], [1.0136, 0.2750, -3.0965], [2.2472, 1.3041, -0.4833], [3.0643, 2.0906, -1.4366], [2.4549, 3.0331, -2.2657], [3.1955, 3.8181, -3.1289], [4.5744, 3.6903, -3.1728], [5.1923, 2.7465, -2.3689], [4.4471, 1.9475, -1.5192], [3.6046, -0.8302, -2.3414], [2.7091, -2.3377, -1.9893], [3.5257, -1.4703, -0.6859], [1.8311, 0.9149, -3.4343], [0.0768, 0.8263, -3.1340], [0.9472, -0.5986, -3.7466], [2.8541, 0.9273, 0.3436], [1.4359, 1.9132, -0.0817], [1.3798, 3.1445, -2.2132], [2.6985, 4.5404, -3.7637], [5.1599, 4.3211, -3.8281], [6.2672, 2.6444, -2.3955], [4.9405, 1.2187, -0.8917], [-2.9736, 1.2368, -2.1028], [-2.0752, 1.9093, -0.6442], [-1.7044, 3.5717, -1.3887], [-0.7667, 1.2363, -0.6892], [-4.0278, 1.4759, -2.0045], [-2.8367, 0.1583, -2.0670], [-2.5584, 1.6303, -3.0256], [-2.6227, 4.1287, -1.5211], [-1.1692, 3.4485, -2.3235], [-1.0715, 4.0854, -0.6726]], "lowdin_charge": [0.2842, -0.0722, -0.0877, -0.2027, -0.0111, -0.1086, -0.0610, -0.1349, -0.0390, -0.1338, 0.0394, -0.5101, -0.1962, -0.1610, -0.0428, -0.0908, -0.0959, -0.0794, -0.0085, -0.2669, -0.2869, 0.0908, 0.0633, 0.1019, 0.1138, 0.0924, 0.1040, 0.1333, 0.1036, 0.0977, 0.0963, 0.1018, 0.1256, 0.6783, -1.0889, 0.6010, -0.3974, -0.2715, 0.1284, -0.2848, 0.1337, -0.2694, 1.1885, -0.2455, -0.2711, -0.3056, -0.0717, -0.0924, -0.1085, -0.0931, -0.0485, 0.0264, 0.0173, 0.0128, 0.0173, 0.0028, 0.0305, 0.0773, 0.0669, 0.1001, 0.0981, 0.0937, 0.0970, 0.1127, -0.2016, 0.8926, -0.2299, -0.6284, 0.0523, 0.0523, 0.0473, 0.0420, 0.0375, 0.0428], "relative_energy_kcal_mol": 30.3, "homo_energy_ha": [-0.1741, -0.1719], "total_charge": -1, "s2": 0.7673, "spin_multiplicity": 2}

=====

3.
{"formula": "C18H25Br12ClF2NO4S2Si", "method": "ωB97M-V/def2-TZVPD", "symbols": ["C", "C", "Cl", "C", "S", "O", "O", "N", "S", "O", "O", "C", "F", "F", "C", "C", "Si", "C", "C", "C", "C", "C", "C", "C", "C", "H", "H", "H", "H", "H", "H", "H", "H", "H", "H", "H", "H", "H", "H", "H", "H", "H", "H", "H", "H", "H", "C", "Br", "Br", "Br", "H", "C", "Br", "Br", "Br", "H", "C", "Br", "Br", "Br", "H", "C", "Br", "Br", "Br", "H"], "positions_angstrom": [[-1.0901, 2.7630, 5.1324], [-2.3867, 3.6585, 4.7782], [-2.0184, 4.7617, 3.3394], [-3.7429, 2.8163, 4.6189], [-3.8994, 1.9926, 2.9326], [-4.4470, 3.0788, 2.0226], [-2.4942, 1.5475, 2.5735], [-4.9224, 0.6323, 3.1031], [-5.2202, -0.1323, 1.6111], [-6.7361, -0.2520, 1.4826], [-4.7351, 0.6042, 0.3880], [-4.5717, -1.8836, 1.5187], [-5.6125, -2.7850, 1.0928], [-4.2933, -2.2769, 2.8883], [-3.2411, -2.0211, 0.6157], [-1.9907, -1.8600, 1.6156], [-0.2966, -1.6655, 0.7580], [0.2583, -3.2657, -0.2012], [1.0076, -1.4862, 2.1922], [-0.1114, -0.0981, -0.3165], [-1.1269, 1.0622, -0.4372], [-0.8852, 2.3482, -1.3085], [0.4675, 2.4852, -2.1003], [1.5084, 1.3043, -2.0219], [1.2249, 0.0387, -1.1376], [-0.5390, 3.1241, 6.0771], [-1.4013, 1.6538, 5.2051], [-0.3680, 2.8620, 4.2530], [-2.5469, 4.3640, 5.6770], [-3.8416, 2.0041, 5.4132], [-4.6105, 3.5675, 4.7522], [-3.2319, -1.3218, -0.2831], [-3.2289, -3.0945, 0.1877], [-1.9380, -2.8424, 2.2254], [-2.1739, -0.9444, 2.2862], [-0.6239, -3.9154, -0.5253], [0.8921, -3.9152, 0.5185], [0.9439, -3.0310, -1.0871], [1.9989, -1.1358, 1.7381], [0.6085, -0.6336, 2.8605], [1.1049, -2.4393, 2.8139], [-2.1168, 1.0204, 0.1252], [-1.6726, 3.1879, -1.3294], [0.6500, 3.4391, -2.7154], [2.5140, 1.3631, -2.5940], [2.0261, -0.8007, -1.0959], [5.2394, -1.8586, 0.1938], [3.8544, -0.6700, -0.4688], [4.7163, -3.7210, 0.0483], [6.9518, -1.5220, -0.6564], [5.3632, -1.6447, 1.2545], [6.5859, -7.0788, -1.0511], [8.2823, -7.1061, -0.1109], [6.7233, -7.8849, -2.8100], [5.1666, -7.8807, 0.0002], [6.3208, -6.0329, -1.1995], [3.6645, 3.3382, -5.3546], [5.3547, 3.3140, -4.4022], [3.8131, 2.5183, -7.1084], [2.2351, 2.5478, -4.3054], [3.4040, 4.3836, -5.5140], [-0.0481, 3.0209, -7.6279], [0.4094, 4.9064, -7.6337], [-1.0539, 2.5292, -6.0458], [-0.9616, 2.4954, -9.2568], [0.8890, 2.4664, -7.5949]], "nbo_charge": [-0.6447, -0.1726, -0.0670, -0.6388, 2.1382, -0.9287, -0.9968, -1.1116, 2.0753, -0.9257, -0.9379, 0.4905, -0.3423, -0.3645, -0.4746, -0.9007, 1.6503, -1.1162, -1.1088, -0.5326, -0.0782, -0.2343, -0.2690, -0.3021, -0.2256, 0.2056, 0.2304, 0.2437, 0.2154, 0.2480, 0.2507, 0.2660, 0.2213, 0.2431, 0.2904, 0.2384, 0.2335, 0.2388, 0.2271, 0.2464, 0.2299, 0.2586, 0.2444, 0.2320, 0.2300, 0.2007, -0.4952, 0.1521, 0.0696, 0.0677, 0.2267, -0.4915, 0.0844, 0.0851, 0.0890, 0.2319, -0.4976, 0.0734, 0.0573, 0.1508, 0.2240, -0.4962, 0.0718, 0.1129, 0.0785, 0.2293], "homo_energy_ha": -0.2236, "total_charge": -1}